Entry 1:
{
  "formula": "C3H14NO2",
  "method": "ωB97M-V/def2-TZVPD",
  "species": ["C", "C", "N", "C", "H", "H", "H", "H", "H", "H", "H", "H", "H", "H", "H", "H", "O", "H", "H", "O"],
  "xyz": [[1.609, -0.275, 0.760], [0.091, -0.152, 0.672], [-0.224, 0.987, -0.282], [-1.590, 1.553, -0.087], [2.083, -0.602, -0.159], [1.887, -0.966, 1.556], [2.012, 0.681, 1.119], [-0.379, -0.008, 1.635], [-0.278, -1.063, 0.199], [0.540, 1.655, -0.368], [-0.265, 0.508, -1.180], [-1.620, 1.971, 0.922], [-1.770, 2.397, -0.745], [-2.324, 0.763, -0.156], [-5.081, 0.235, -2.155], [-4.694, -0.102, -0.809], [-4.279, 0.133, -1.652], [5.005, -2.770, 0.711], [4.796, -1.292, 0.312], [4.388, -2.024, 0.796]],
  "de_lowest_kj_mol": 117.3,
  "orbital_gap_ha": 0.4099,
  "homo_ha": -0.524,
  "largest_force_ev_per_a": 1.8,
  "energy_ev": -8916.57052,
  "charge": 1
}

=====

Entry 2:
{
  "formula": "C3H14NO2",
  "method": "ωB97M-V/def2-TZVPD",
  "species": ["C", "C", "C", "N", "H", "H", "H", "H", "H", "H", "H", "H", "H", "H", "H", "H", "O", "H", "H", "O"],
  "xyz": [[-0.925, 0.469, -0.623], [-1.684, 0.002, -1.894], [-1.539, 1.017, -2.999], [-0.249, -0.758, 0.125], [0.041, 0.918, -0.907], [-1.415, 1.202, 0.007], [-2.730, -0.242, -1.648], [-1.268, -0.975, -2.162], [-1.868, 2.029, -2.807], [-0.539, 1.060, -3.476], [-2.264, 0.595, -3.757], [-0.917, -1.190, 0.765], [-0.089, -1.500, -0.550], [0.653, -0.521, 0.544], [1.389, -1.433, 2.655], [2.902, -1.746, 2.019], [2.007, -1.442, 1.919], [2.366, 0.970, 2.013], [1.822, 1.272, 3.409], [1.566, 0.930, 2.541]],
  "de_lowest_kj_mol": 141.9,
  "orbital_gap_ha": 0.4134,
  "homo_ha": -0.531,
  "largest_force_ev_per_a": 2.8,
  "energy_ev": -8916.31510,
  "charge": 1
}

=====

Entry 3:
{
  "formula": "C3H14NO2S",
  "method": "ωB97M-V/def2-TZVPD",
  "species": ["C", "C", "C", "S", "N", "H", "H", "H", "H", "H", "H", "H", "H", "H", "H", "H", "H", "O", "H", "H", "O"],
  "xyz": [[1.481, -1.613, 0.463], [0.668, -0.394, 0.022], [-0.565, -0.854, -0.680], [-0.859, -0.119, -2.381], [0.422, 0.551, 1.186], [1.884, -2.107, -0.409], [0.732, -2.293, 0.918], [2.316, -1.491, 1.123], [1.402, 0.159, -0.647], [-0.545, -1.903, -0.987], [-1.473, -0.667, -0.099], [0.295, 0.571, -2.570], [0.006, 1.421, 0.834], [-0.215, 0.126, 1.874], [1.264, 0.868, 1.649], [-0.671, -0.968, 3.782], [0.736, -1.122, 3.972], [0.146, -0.573, 3.431], [-0.336, 2.894, -1.453], [-1.454, 2.950, -0.525], [-0.527, 2.662, -0.535]],
  "de_lowest_kj_mol": 80.2,
  "orbital_gap_ha": 0.3483,
  "homo_ha": -0.460,
  "largest_force_ev_per_a": 3.5,
  "energy_ev": -19751.96894,
  "charge": 1
}

=====

Entry 4:
{
  "formula": "C3H14NO3",
  "method": "ωB97M-V/def2-TZVPD",
  "species": ["C", "O", "C", "C", "N", "H", "H", "H", "H", "H", "H", "H", "H", "H", "H", "H", "H", "O", "H", "H", "O"],
  "xyz": [[0.518, -1.409, -0.828], [1.481, -0.357, -0.871], [-0.646, -0.906, 0.026], [-1.739, -1.937, 0.341], [-0.035, -0.340, 1.261], [0.205, -1.715, -1.818], [1.013, -2.243, -0.329], [1.390, 0.168, -1.682], [-1.062, -0.075, -0.529], [-2.709, -1.459, 0.424], [-1.386, -2.603, 1.116], [-1.790, -2.569, -0.549], [0.864, 0.064, 0.992], [-0.581, 0.430, 1.689], [0.096, -1.073, 1.949], [-1.081, 2.926, 2.333], [-1.953, 1.837, 2.953], [-1.249, 1.973, 2.299], [2.456, 2.248, -3.016], [1.200, 2.880, -2.421], [1.744, 2.081, -2.389]],
  "de_lowest_kj_mol": 11.5,
  "orbital_gap_ha": 0.4268,
  "homo_ha": -0.532,
  "largest_force_ev_per_a": 1.8,
  "energy_ev": -10964.88777,
  "charge": 1
}

=====

Entry 5:
{
  "formula": "C3H14NO3",
  "method": "ωB97M-V/def2-TZVPD",
  "species": ["O", "C", "C", "N", "C", "H", "H", "H", "H", "H", "H", "H", "H", "H", "H", "H", "H", "O", "H", "H", "O"],
  "xyz": [[-0.059, -1.571, 1.501], [-1.073, -1.776, 0.509], [-1.411, -0.434, -0.208], [-0.265, 0.500, -0.101], [-0.655, 1.834, -0.592], [0.673, -2.102, 1.261], [-0.752, -2.489, -0.251], [-1.892, -2.243, 1.056], [-2.298, -0.007, 0.255], [-1.688, -0.630, -1.245], [0.607, 0.137, -0.539], [-0.052, 0.591, 0.913], [0.264, 2.341, -0.924], [-1.119, 2.498, 0.119], [-0.988, 1.747, -1.633], [1.491, -0.057, 2.319], [1.991, 1.391, 2.344], [1.783, 0.664, 1.746], [2.203, 0.484, -1.907], [1.792, -0.785, -2.599], [1.447, -0.093, -2.024]],
  "de_lowest_kj_mol": 89.6,
  "orbital_gap_ha": 0.4388,
  "homo_ha": -0.548,
  "largest_force_ev_per_a": 3.5,
  "energy_ev": -10964.07913,
  "charge": 1
}

=====

Entry 6:
{
  "formula": "C3H14NO3S",
  "method": "ωB97M-V/def2-TZVPD",
  "species": ["C", "C", "C", "S", "N", "H", "H", "H", "H", "H", "H", "H", "H", "H", "H", "O", "H", "H", "O", "H", "H", "O"],
  "xyz": [[0.847, -2.002, -0.839], [0.272, -0.580, -0.691], [-1.224, -0.642, -0.950], [-1.942, 1.079, -0.940], [0.580, -0.064, 0.620], [0.400, -2.709, -0.143], [1.931, -2.043, -0.675], [0.723, -2.316, -1.880], [0.782, -0.042, -1.462], [-1.476, -0.991, -1.951], [-1.696, -1.258, -0.184], [0.505, 0.929, 0.759], [-0.026, -0.499, 1.312], [2.005, 2.038, -0.959], [2.236, 1.585, -2.452], [2.592, 1.577, -1.562], [-3.372, -0.362, 1.783], [-2.393, 0.534, 1.069], [-2.651, 0.240, 1.997], [2.927, -1.034, 1.862], [2.149, -0.229, 2.818], [3.000, -0.682, 2.763]],
  "de_lowest_kj_mol": 87.0,
  "orbital_gap_ha": 0.2480,
  "homo_ha": -0.118,
  "largest_force_ev_per_a": 1.8,
  "energy_ev": -21807.43394,
  "charge": -1
}

=====

Entry 7:
{
  "formula": "C3H14NO3S",
  "method": "ωB97M-V/def2-TZVPD",
  "species": ["C", "C", "S", "C", "N", "H", "H", "H", "H", "H", "H", "H", "H", "H", "H", "O", "H", "H", "O", "H", "H", "O"],
  "xyz": [[0.358, -2.192, 1.291], [0.236, -2.261, -0.226], [1.005, -0.861, -1.208], [0.111, -0.872, 1.987], [1.262, 0.068, 1.956], [1.178, -2.652, 1.828], [-0.396, -2.984, 1.587], [-0.832, -1.961, -0.236], [0.351, -3.267, -0.585], [-0.156, -1.195, 3.057], [-0.771, -0.240, 1.637], [1.976, -0.393, 1.371], [1.004, 0.871, 1.354], [-0.251, 2.703, -1.838], [0.476, 2.531, -0.547], [0.053, 3.221, -1.070], [-1.429, 0.336, -2.796], [-0.197, 0.538, -2.256], [-1.006, 1.105, -2.369], [-1.910, 1.552, 0.462], [-2.480, 0.764, 1.593], [-2.290, 1.675, 1.345]],
  "de_lowest_kj_mol": 141.3,
  "s2": 0.753,
  "orbital_gap_ha": [0.3581, 0.2332],
  "spin_multiplicity": 2,
  "homo_ha": [-0.350, -0.345],
  "largest_force_ev_per_a": 2.6,
  "energy_ev": -21803.28882
}

=====

Entry 8:
{
  "formula": "C3H14NO3S",
  "method": "ωB97M-V/def2-TZVPD",
  "species": ["C", "O", "C", "C", "S", "N", "H", "H", "H", "H", "H", "H", "H", "H", "H", "H", "H", "H", "O", "H", "H", "O"],
  "xyz": [[0.201, 0.508, 1.997], [-0.614, 1.646, 1.965], [0.362, 0.144, 0.497], [0.984, -1.183, 0.250], [2.475, -0.974, -0.776], [-1.004, 0.096, -0.098], [1.191, 0.535, 2.454], [-0.470, -0.234, 2.664], [-0.148, 2.411, 2.298], [0.989, 1.026, 0.006], [1.193, -1.805, 1.138], [0.290, -1.783, -0.557], [2.265, 0.346, -1.221], [-1.055, 0.254, -1.211], [-1.548, -0.826, 0.105], [-1.639, 0.775, 0.296], [-2.891, -2.420, -0.738], [-3.525, -2.046, 0.352], [-2.622, -1.997, 0.079], [-0.428, 3.096, -2.489], [-1.971, 2.540, -2.872], [-1.027, 2.380, -2.494]],
  "de_lowest_kj_mol": 200.6,
  "orbital_gap_ha": 0.3413,
  "homo_ha": -0.454,
  "largest_force_ev_per_a": 4.1,
  "energy_ev": -21797.99499,
  "charge": 1
}

=====

Entry 9:
{
  "formula": "C3H14NO4",
  "method": "ωB97M-V/def2-TZVPD",
  "species": ["O", "C", "C", "C", "N", "H", "H", "H", "H", "H", "H", "H", "H", "H", "H", "O", "H", "H", "O", "H", "H", "O"],
  "xyz": [[0.217, -1.678, -0.335], [0.946, -1.335, 0.550], [0.517, -0.171, 1.580], [1.768, 0.740, 1.656], [-0.641, 0.657, 0.931], [1.992, -1.776, 0.756], [0.150, -0.498, 2.643], [2.559, 0.755, 0.823], [2.556, 0.605, 2.508], [1.567, 1.886, 1.581], [-1.494, 0.195, 0.901], [-0.383, 0.871, 0.052], [-0.987, 1.380, 1.644], [-1.265, -0.915, -3.457], [-0.472, 0.270, -3.690], [-0.441, -0.522, -3.194], [-1.843, -2.052, -0.223], [-3.352, -1.765, 0.322], [-2.435, -1.498, 0.351], [1.017, 1.391, -1.463], [-0.191, 1.648, -2.384], [0.212, 1.811, -1.553]],
  "de_lowest_kj_mol": 241.9,
  "orbital_gap_ha": 0.4075,
  "homo_ha": -0.532,
  "largest_force_ev_per_a": 7.2,
  "energy_ev": -13010.12216,
  "charge": 1
}

=====

Entry 10:
{
  "formula": "C3H14NO4",
  "method": "ωB97M-V/def2-TZVPD",
  "species": ["C", "O", "C", "C", "O", "N", "H", "H", "H", "H", "H", "H", "H", "H", "H", "H", "H", "H", "O", "H", "H", "O"],
  "xyz": [[0.695, 1.811, -1.276], [-1.752, 0.886, 0.178], [1.308, 0.325, -1.067], [1.196, 1.278, 0.093], [1.057, -1.702, 1.025], [0.421, -0.792, -1.035], [-0.353, 1.754, -1.376], [1.362, 2.389, -1.836], [-2.536, 1.139, -0.352], [2.348, 0.255, -1.459], [2.003, 1.858, 0.631], [0.568, 0.959, 0.871], [0.938, -2.618, 1.300], [-1.268, 0.210, -0.312], [0.428, -1.331, -1.932], [0.644, -1.451, -0.078], [3.764, -0.710, 2.336], [2.328, -1.118, 1.391], [3.300, -0.768, 1.421], [-6.119, -0.511, -0.398], [-5.222, 0.436, 0.486], [-5.233, -0.443, 0.060]],
  "de_lowest_kj_mol": 820.0,
  "orbital_gap_ha": 0.1659,
  "homo_ha": -0.513,
  "largest_force_ev_per_a": 5.8,
  "energy_ev": -13004.13016,
  "charge": 1
}